Record 1
76
Properties=species:S:1:pos:R:3:forces:R:3:lowdin_charge:R:1 method="wB97M-V/def2-TZVPD" charge=-1 max_force_ev_per_a=0.417 relative_energy_kj_mol=144.6
I 3.11506 1.88246 3.79317 0.06 0.13 0.08 -0.174
I 1.90863 -0.64080 3.22033 -0.03 -0.15 -0.14 0.519
P 0.32424 0.97679 -1.06534 0.08 -0.01 -0.03 1.123
Na -0.47078 -1.20312 0.77203 0.23 -0.19 0.08 0.114
O -2.42879 -1.21846 -0.39958 -0.33 0.01 0.08 -0.159
N -1.48490 -1.41456 2.87512 0.05 -0.05 -0.09 0.003
N 2.27591 -4.01721 -4.44443 0.00 0.03 0.03 0.103
N 0.33941 -2.87505 -0.90579 0.02 0.07 0.03 0.059
N 1.12519 -2.75528 2.74101 -0.09 0.04 0.07 -0.327
C -2.53597 0.55209 3.83142 -0.03 0.02 0.02 -0.202
C 2.04870 -3.74496 2.65371 -0.17 -0.09 0.02 -0.269
C 4.15311 1.27058 -3.65162 -0.02 -0.01 0.01 -0.102
C 0.39886 -2.99944 -3.29860 -0.02 0.01 -0.04 -0.019
C -1.62161 1.47780 3.33244 0.01 0.02 0.00 -0.032
C -1.05979 4.65720 0.18173 -0.01 -0.02 -0.03 -0.087
C 1.08158 2.96926 0.67063 -0.06 0.02 -0.01 -0.131
C 2.19411 -3.90550 -2.02168 0.01 0.00 0.02 -0.026
C 1.45526 -4.98232 2.85802 0.07 0.07 -0.02 -0.118
C 0.09656 -4.72664 3.11441 -0.07 0.02 0.01 -0.073
C -2.21152 0.46992 -1.95235 -0.21 0.01 0.27 -0.275
C 2.49781 -0.00416 -2.46037 0.04 0.03 -0.01 -0.089
C 3.51897 2.44316 -3.26470 -0.04 0.00 0.02 -0.089
C 1.51412 -3.50753 -0.88418 0.00 0.05 -0.05 -0.123
C -0.80041 1.39061 -3.67652 -0.04 -0.03 0.02 -0.080
C -2.10258 2.97218 5.15469 -0.02 -0.04 0.00 -0.100
C 3.63867 0.04525 -3.24820 0.00 0.02 0.00 -0.088
C -0.97904 0.97596 -2.36090 0.19 0.07 -0.06 -0.340
C 1.84347 1.16671 -2.07909 -0.03 0.08 -0.04 -0.361
C -1.86664 1.34419 -4.56859 0.08 0.06 -0.11 -0.108
C -2.31279 0.02273 -0.48155 0.14 -0.12 -0.37 -0.251
C 2.36884 2.39088 -2.48713 0.01 -0.01 0.02 -0.090
C -1.32487 -2.62432 3.22013 0.07 -0.06 0.10 -0.110
C -0.07854 -3.35086 3.04335 0.05 0.05 0.00 -0.339
C -0.93957 3.46937 -0.52979 -0.02 0.04 -0.05 -0.075
C -1.40060 2.67634 3.99111 -0.01 -0.03 0.01 -0.068
C -3.23189 0.85441 4.99445 0.04 0.01 -0.01 -0.056
C -3.02210 2.06143 5.65285 0.02 0.01 -0.02 -0.104
C -3.10209 0.86751 -4.15546 -0.01 -0.05 0.14 -0.099
C 1.63959 -3.63280 -3.27093 0.00 -0.03 -0.03 -0.340
C -0.20389 -2.64638 -2.10698 -0.01 0.02 0.06 -0.131
C 0.96458 4.15643 1.37582 -0.03 0.01 -0.03 -0.115
C 0.13764 2.62278 -0.29882 0.13 -0.04 0.12 -0.372
C -0.10906 5.00446 1.12953 0.04 -0.01 0.00 -0.104
C -3.26838 0.41792 -2.84916 -0.08 0.00 -0.14 -0.051
C -2.75544 -0.75479 3.10458 0.03 0.07 0.01 -0.166
H -1.69399 3.19372 -1.25620 0.00 0.00 0.02 0.102
H 1.87495 3.30615 -2.18208 0.03 0.01 -0.02 0.107
H -1.92674 3.90720 5.67235 0.00 0.00 0.00 0.094
H 1.90317 2.29743 0.89794 0.00 0.01 0.01 0.057
H 1.94709 -5.94216 2.82959 0.00 0.01 0.00 0.079
H -1.16508 -2.14159 -2.09447 0.01 -0.02 -0.01 0.096
H -3.18963 -0.53673 2.12340 -0.01 -0.04 -0.02 0.106
H -1.72763 1.68316 -5.58857 0.00 0.00 0.01 0.091
H -0.67239 3.37431 3.59691 -0.02 -0.02 0.00 0.088
H -0.68426 -5.44808 3.30593 0.01 0.00 0.00 0.093
H 3.27178 -4.14660 -4.36889 0.00 -0.01 0.01 0.085
H 2.11291 -0.96063 -2.12815 -0.01 -0.05 0.02 0.076
H -1.90884 5.30518 0.00135 0.00 0.00 0.00 0.097
H -1.08111 1.25293 2.42045 -0.01 0.03 0.00 0.092
H 2.01755 -3.48702 -5.26100 -0.01 -0.01 0.00 0.088
H 0.16557 1.74822 -4.01485 -0.01 -0.01 0.03 0.096
H 3.14914 -4.40987 -1.93572 0.00 0.00 0.00 0.107
H -0.21224 5.92557 1.69024 0.00 0.00 0.00 0.097
H -3.57016 2.28225 6.56094 0.00 0.00 0.00 0.092
H -2.13990 -3.19917 3.68057 -0.01 0.01 0.00 0.127
H -3.93979 0.13635 5.39437 0.00 0.00 0.00 0.101
H 5.05138 1.31206 -4.25532 0.00 0.00 0.00 0.094
H 1.69631 4.39292 2.13737 0.01 0.01 0.00 0.069
H -0.08518 -2.76641 -4.23941 0.00 0.00 0.01 0.112
H 3.08705 -3.50756 2.47623 0.01 0.02 0.00 0.086
H -4.21991 0.01463 -2.51895 0.00 0.00 -0.01 0.108
H -3.92872 0.83511 -4.85591 -0.02 -0.01 0.01 0.093
H -3.45492 -1.38862 3.66667 0.01 -0.01 0.00 0.111
H 3.92124 3.40224 -3.56749 -0.01 0.00 0.00 0.098
H 4.13783 -0.87366 -3.53293 -0.01 0.00 0.01 0.095
H 1.93541 -3.69554 0.09687 -0.02 0.00 0.00 0.090

***

Record 2
80
Properties=species:S:1:pos:R:3:forces:R:3:lowdin_charge:R:1 method="wB97M-V/def2-TZVPD" charge=-2 max_force_ev_per_a=4.359 relative_energy_kj_mol=108.3
Y 0.60233 -0.02687 -0.10125 2.17 -0.92 0.88 1.254
Cl 3.78251 -3.61557 2.18021 0.17 0.43 0.45 0.685
Cl 4.71987 -5.66158 0.08751 0.77 -0.93 0.10 0.628
Cl 0.63128 -4.25348 -3.18398 -0.05 0.04 -0.17 0.638
Cl 2.78324 -6.43051 -2.18631 -0.12 0.18 -0.46 0.582
S -5.53566 -0.25897 -2.56785 -0.83 -0.32 -0.89 0.458
S 2.35908 1.30808 1.84030 -2.03 0.59 0.61 0.435
S -2.98729 0.53369 -1.40086 0.31 0.43 0.44 0.558
S 3.31317 0.22426 -1.03294 -0.75 -0.08 -1.64 0.522
O 1.67302 -1.73809 1.09067 0.00 -1.17 -1.77 -0.313
O -3.10509 -0.08299 -3.85900 -1.56 -0.29 0.95 -0.301
O -4.80470 -0.70814 5.50392 -0.32 -0.88 0.23 0.047
O 0.65031 -1.75560 -1.49657 0.22 -0.85 0.80 -0.278
O 0.45163 1.81057 -1.34330 0.39 3.39 -2.71 -0.147
O -4.49593 -2.65861 4.56554 0.35 2.60 0.22 0.035
N -0.98712 1.42328 1.27179 0.94 0.73 0.56 0.049
N 0.41175 -3.34820 4.08286 -0.82 -0.59 0.39 -0.098
N -1.46953 -1.19983 0.67926 -2.05 -1.03 -0.03 0.027
N -4.33093 -1.40922 4.62258 -0.79 -1.59 0.92 -0.305
N 0.26733 -1.95444 3.93480 0.98 1.99 -0.73 -0.103
C -3.17952 -1.36156 2.42479 1.47 0.54 -0.04 -0.057
C -1.41112 3.13944 -3.28131 3.16 0.45 0.20 0.002
C -3.55717 -0.70682 3.63709 -0.12 0.58 -0.19 -0.086
C -1.37737 4.47534 -5.31752 0.60 -0.53 1.21 -0.065
C 3.40135 -4.65730 -0.28460 -0.79 0.16 -0.43 -0.775
C 3.11216 -3.63131 0.61200 -2.20 1.09 -1.66 -0.654
C -1.85197 0.74278 2.03157 -1.12 1.19 0.33 -0.134
C 3.92981 0.70574 1.59727 2.11 -1.84 -2.95 -0.852
C 0.01278 3.31910 -3.15824 -1.45 0.74 -1.38 -0.124
C 4.33279 0.25828 0.30957 0.92 1.54 3.86 -0.848
C 0.67550 4.13558 -4.09185 -0.39 -0.47 0.49 -0.043
C 4.90337 0.51696 2.76515 -1.16 -0.13 -1.11 -0.149
C -3.51524 -2.66268 2.00181 0.53 0.97 0.24 0.018
C -2.16009 -0.65003 1.72180 0.26 -0.77 -0.82 -0.157
C -1.96254 -2.37389 0.19038 1.90 1.22 -0.49 -0.078
C -1.43434 3.45770 2.49474 -0.38 0.15 0.85 -0.039
C 0.80140 2.80577 -2.05959 0.02 -2.18 2.72 -0.298
C -2.06187 3.70364 -4.32949 -1.08 0.41 -2.13 -0.064
C -2.37449 2.79895 3.27123 -0.12 -0.02 0.54 0.005
C -3.58103 -0.80225 -5.00249 -0.80 -0.39 0.60 -0.138
C 2.04105 3.58660 -1.72122 1.76 -0.35 0.06 -0.035
C 1.42450 -2.75406 -1.09198 0.71 -0.05 0.92 -0.416
C -2.59346 1.43169 3.06074 2.04 -0.80 -1.14 -0.130
C -0.71480 2.72038 1.57101 -0.61 -1.36 -1.05 -0.117
C 2.08380 -2.70258 0.23612 -0.31 1.16 1.19 -0.337
C -0.01316 4.72656 -5.13558 0.02 0.56 -0.60 -0.097
C -3.26489 0.59718 3.94784 -1.17 -1.40 -0.08 0.064
C -2.91144 -3.11761 0.86039 -0.79 -0.96 0.40 -0.033
C 5.83497 -0.09122 0.17439 -1.12 0.02 -0.75 -0.155
C -3.92667 0.05372 -2.70388 1.98 -0.09 -0.54 -1.395
C 2.61528 -4.87987 -1.41828 0.14 0.33 0.71 -0.714
C 1.62058 -3.94011 -1.79612 0.47 -0.26 0.20 -0.625
H -3.15468 -4.13776 0.56985 0.13 0.32 -0.45 0.115
H -2.82197 -1.59261 -5.21177 -0.63 0.57 -0.03 0.088
H -1.86573 2.55914 -2.53686 -0.95 -0.89 0.80 0.019
H 4.66072 1.23168 3.50823 -0.18 0.62 1.04 0.028
H -1.19887 4.51280 2.64441 -0.10 -0.36 -0.04 0.110
H 5.91383 0.66118 2.44872 0.70 0.14 -0.06 0.028
H -2.92921 3.24372 4.12520 0.51 0.03 -0.84 0.129
H -4.16702 -3.25083 2.62397 -0.06 -0.13 -0.35 0.098
H 1.11948 -3.67738 3.45165 0.20 -0.38 -0.36 0.017
H 0.05848 3.18142 0.97316 0.12 -0.08 0.01 0.089
H 2.81518 3.49324 -2.53851 -0.84 -0.18 0.72 0.104
H -3.13402 3.45190 -4.46987 0.78 0.39 0.13 0.121
H 4.82079 -0.49333 3.16362 -0.08 -0.14 0.20 0.063
H -4.61839 -1.25463 -4.82218 1.46 0.62 -0.17 0.050
H 5.96349 -1.02305 0.68804 0.52 -0.55 0.70 0.050
H 0.76051 -1.63205 3.04758 -0.65 -0.46 1.31 0.052
H 1.74418 4.26545 -3.99517 -0.14 0.18 -0.15 0.097
H 2.57187 3.21619 -0.82024 -0.69 -0.04 -0.38 0.070
H -3.60022 0.95778 4.88982 -0.23 0.33 0.47 0.119
H 1.85557 4.66370 -1.65110 -0.29 -0.17 0.06 0.091
H 0.55590 5.42562 -5.78994 -0.64 -0.78 0.26 0.108
H 6.07213 -0.35099 -0.86421 0.04 0.53 0.08 0.045
H -3.64008 -0.05743 -5.80060 -0.02 -0.37 -0.27 0.069
H 0.76005 -1.50805 4.72272 -0.25 -0.24 -0.70 0.056
H 6.49099 0.69778 0.59639 -0.24 -0.52 -0.45 0.063
H -0.50107 -3.73824 3.84178 0.61 -0.20 -0.13 0.045
H -1.83339 4.84985 -6.22239 -0.43 0.06 0.18 0.091
H -1.52598 -2.73700 -0.77545 -0.12 0.46 1.13 0.135

***

Record 3
64
Properties=species:S:1:pos:R:3:forces:R:3:lowdin_charge:R:1 method="wB97M-V/def2-TZVPD" charge=+3 max_force_ev_per_a=1.589 relative_energy_kj_mol=0.0
Sb -2.81747 3.29172 0.27505 0.17 -0.10 -0.27 0.478
Tc -0.34027 0.46187 0.19683 -1.51 -0.42 -0.25 1.094
S -2.50512 -0.12894 0.07911 1.25 -0.27 0.22 0.225
S -3.71211 5.15848 -0.27669 -0.23 0.40 0.08 0.189
S -3.96116 1.24737 -0.01051 -0.69 0.27 -0.04 0.156
S -0.60335 2.74728 0.54906 0.18 0.04 0.32 0.219
P -0.59032 -3.17012 -0.37909 -1.01 0.08 -0.22 0.451
F -3.39155 -1.89752 4.52480 0.03 0.03 -0.02 0.154
F -1.59521 -1.96747 2.55619 -0.01 0.08 0.00 0.038
F -3.77694 2.23810 -4.19778 -0.02 0.03 0.02 0.179
F -2.08205 -2.04644 -5.13454 0.02 0.19 0.12 0.152
F -0.21372 -1.71198 -3.26387 0.09 -0.11 0.09 0.084
F -1.92008 2.56961 -2.30995 0.08 0.20 0.04 0.000
F -1.93544 2.40861 5.71248 0.02 0.00 0.00 0.185
F -0.10936 2.33705 3.74544 0.04 0.01 -0.09 0.117
F -3.58022 0.30189 6.12121 0.00 0.00 0.01 0.199
F -3.88660 -0.06014 -5.63518 0.01 0.00 0.02 0.198
O -0.02296 -1.82107 -0.04876 0.23 -0.03 -0.09 -0.424
O -1.95389 -3.34979 -1.00231 0.44 0.13 0.07 -0.349
N 0.13380 0.11971 2.02401 0.44 -0.07 0.18 -0.190
N -0.27561 -4.59865 -2.68810 0.31 0.10 0.25 0.173
N 1.86382 0.67171 0.13981 0.24 -0.04 -0.09 -0.295
N -0.02480 0.57368 -1.70175 0.30 -0.09 0.00 -0.177
N -2.19103 -4.37874 1.45867 0.34 0.01 -0.02 0.170
C -0.71659 -4.20561 1.14455 -0.18 -0.14 0.25 -0.150
C 2.36653 -0.22458 1.22953 0.06 0.16 -0.33 -0.153
C -1.02616 0.42774 -2.71511 0.47 0.16 0.48 -0.196
C 1.35289 0.71681 -2.22829 -0.37 0.15 -0.06 -0.147
C -1.66812 -0.86513 3.33715 0.01 -0.16 -0.19 -0.163
C -0.91857 1.29780 3.92103 0.09 0.17 0.10 -0.157
C -2.69401 0.26843 5.15531 -0.22 -0.01 0.21 -0.115
C -1.09764 -0.71481 -3.48590 0.28 -0.37 0.07 -0.144
C -1.84927 1.34295 4.94492 0.01 0.21 0.12 -0.121
C 2.40848 2.05286 0.33568 -0.10 -0.21 -0.02 -0.070
C 1.54433 0.03324 2.45618 -0.34 0.11 0.06 -0.147
C -0.81657 0.19499 3.08688 0.42 0.14 -0.52 -0.189
C 2.28533 0.15760 -1.19834 0.14 0.08 0.36 -0.153
C -2.04678 -0.90058 -4.45880 -0.15 -0.33 -0.30 -0.116
C 0.54359 -4.07121 -1.52105 0.04 -0.18 -0.27 -0.145
C -2.59909 -0.84803 4.33973 -0.25 -0.16 0.18 -0.125
C -2.97016 0.09914 -4.71007 -0.15 -0.07 -0.21 -0.113
C -1.94996 1.41820 -2.99366 -0.13 0.00 -0.08 -0.177
C -2.91365 1.26823 -3.97236 -0.14 0.18 0.00 -0.125
H 2.19609 -0.92475 -1.17230 -0.01 -0.07 0.00 0.108
H 1.54198 1.77410 -2.43050 -0.03 0.06 0.00 0.138
H 1.29621 -3.39114 -1.90330 0.06 0.03 -0.08 0.099
H 3.32166 0.42649 -1.40672 0.06 -0.01 0.05 0.150
H -0.30088 -5.19631 0.97772 0.01 -0.04 0.01 0.111
H -2.71260 -4.21124 0.58324 -0.02 0.02 -0.20 0.133
H 1.67690 -0.76272 3.18935 -0.08 -0.08 0.03 0.148
H 2.22827 -1.24784 0.89495 -0.03 -0.06 -0.02 0.108
H -2.41085 -5.30638 1.81941 0.02 -0.07 0.05 0.180
H 0.04043 -4.21176 -3.57643 0.03 0.03 -0.09 0.164
H -2.50829 -3.68843 2.14046 0.03 0.03 0.07 0.141
H 3.42742 -0.05014 1.41462 0.03 0.02 -0.05 0.150
H 1.04939 -4.90531 -1.03768 0.01 0.00 -0.06 0.113
H 2.07475 2.45556 1.28995 0.01 -0.01 -0.02 0.073
H 1.82399 0.96596 2.95021 -0.01 0.06 0.05 0.129
H -0.24971 -5.61540 -2.76093 0.05 -0.05 -0.02 0.178
H 2.06646 2.70874 -0.46248 0.00 -0.03 0.03 0.078
H -0.21608 -3.74916 1.99337 -0.05 -0.09 0.03 0.104
H 3.49840 2.01321 0.32357 0.01 0.01 0.01 0.116
H -1.25256 -4.30092 -2.53552 -0.24 0.12 0.12 0.123
H 1.47027 0.19076 -3.17384 -0.07 -0.05 -0.05 0.137

***

For reference, DFT total energy by record: -2783.86071 -5433.37525 -4413.76908 Eh.